Molecular formula: C7H11NO
Method: DFT, wB97M-V/def2-TZVPD

Geometry (Å):
H  -1.59723  0.00753  1.87083
N  -0.72841  -0.40017  2.20592
C  -0.15428  -1.10793  1.29414
O  1.10719  -1.38207  1.61469
C  -0.50929  -1.35685  -0.12190
C  -1.70895  -0.71668  -0.76478
C  -0.33779  -0.27867  -1.17966
C  0.17510  1.08064  -0.82613
C  1.59832  1.44767  -1.14774
C  0.46586  2.06994  -1.92069
H  1.05092  -1.05394  2.64650
H  -0.23248  -2.36250  -0.44300
H  -2.29525  -1.33429  -1.44518
H  -2.29836  -0.00928  -0.17721
H  0.01895  -0.65132  -2.14362
H  -0.23037  1.49757  0.09925
H  2.14178  2.06876  -0.43498
H  2.20744  0.69708  -1.65521
H  0.31329  1.74128  -2.95067
H  0.23122  3.11934  -1.73881

Values from the calculation:
multiplicity = 1
HOMO-LUMO gap = 10.7 eV
SMILES string = [H]/N=C(/O)[C@H]1C[C@H]1C1CC1
HOMO level = -9.60 eV
LUMO energy = 1.06 eV
net charge = 0



Molecular formula: C28H21F5N2O2
Method: DFT, wB97M-V/def2-TZVPD

Geometry (Å):
C  5.31320  0.43076  0.65470
N  4.58692  0.18785  -0.58207
C  5.12568  -0.41785  -1.69875
C  4.15537  -0.48604  -2.64364
N  2.99191  0.07829  -2.13144
C  1.74029  0.08727  -2.83976
C  1.62530  0.74727  -4.06311
F  2.70613  1.31097  -4.63211
C  0.38772  0.86053  -4.67815
F  0.27456  1.51697  -5.84572
C  -0.74424  0.34259  -4.06276
F  -1.95708  0.56980  -4.59348
C  -0.63653  -0.32163  -2.84991
F  -1.74697  -0.68292  -2.18603
C  0.60531  -0.47885  -2.25864
F  0.70177  -1.13701  -1.09271
C  3.28083  0.51497  -0.84426
C  2.38689  1.13380  0.11040
C  1.10859  1.60269  -0.33449
C  0.04363  1.73200  0.49326
C  -1.28943  1.99961  0.02812
C  -2.38847  1.66863  0.83716
C  -3.67062  1.83761  0.37192
C  -3.88903  2.33749  -0.90057
C  -2.82126  2.66557  -1.71469
C  -1.53589  2.50262  -1.26160
O  2.71137  1.23038  1.30074
H  4.69472  0.99977  1.34364
H  5.57010  -0.51614  1.11734
H  6.22246  0.98749  0.45055
H  6.14548  -0.75997  -1.77968
H  4.25733  -0.90491  -3.63298
H  0.95736  1.72466  -1.38823
H  0.19777  1.49041  1.53144
H  -2.21288  1.21814  1.80164
H  -4.50650  1.56288  0.99621
H  -4.89671  2.47535  -1.25747
H  -2.99516  3.03469  -2.71234
H  -0.71128  2.75727  -1.90404
C  1.27823  -2.96281  1.25874
C  0.29278  -2.34833  2.19679
C  -1.09272  -2.41952  1.89270
C  -2.11140  -1.87945  2.69848
C  -1.80688  -1.10782  3.83525
C  -2.79648  -0.60748  4.63792
C  -4.12386  -0.86629  4.34584
C  -4.45589  -1.59817  3.21766
C  -3.47404  -2.09558  2.39771
O  0.72071  -1.83147  3.21815
H  0.94316  -2.89803  0.22537
H  2.22784  -2.43100  1.33708
H  1.43368  -4.01320  1.50862
H  -1.38265  -2.96682  1.01538
H  -0.77304  -0.92533  4.06619
H  -2.53911  -0.02254  5.50483
H  -4.90021  -0.48971  4.99123
H  -5.49226  -1.77664  2.98285
H  -3.73644  -2.66281  1.52074

Values from the calculation:
multiplicity = 1
HOMO-LUMO gap = 2.1 eV
HOMO level = -4.50 eV
LUMO energy = -2.41 eV
net charge = 0



Molecular formula: C5H12O2
Method: DFT, wB97M-V/def2-TZVPD

Geometry (Å):
C  -1.70901  -0.69401  1.16746
O  -0.38789  -0.20792  1.05058
C  -0.15814  0.58872  -0.11181
C  -0.36716  2.06209  0.19702
C  1.30553  0.32688  -0.47658
C  0.90600  -1.71420  -1.43780
O  1.67350  -1.05103  -0.15142
H  -2.42982  0.13011  1.25630
H  -1.74354  -1.29073  2.08161
H  -1.97816  -1.32119  0.30701
H  -0.81450  0.24329  -0.92027
H  0.31365  2.37370  0.99537
H  -1.39437  2.25141  0.52268
H  -0.17538  2.67760  -0.68969
H  1.98027  0.92165  0.13212
H  1.47077  0.51703  -1.54244
H  0.56371  -2.66381  -1.01749
H  1.82449  -1.90935  -2.00835
H  1.12005  -1.24024  0.64570

Values from the calculation:
multiplicity = 1
HOMO-LUMO gap = 7.9 eV
HOMO level = -6.99 eV
LUMO energy = 0.87 eV
net charge = 0